Entry 1:
Formula: C3H9N3O2
Source: the Open Molecules 2025 dataset
Level of theory: ωB97M-V/def2-TZVPD

Each atom is followed by the atoms it is bonded to, with distances in Å.
Cartesian coordinates (Å):
1 C 3.157 0.195 -0.172  C2 1.544, H4 1.046, H5 1.109, H6 1.062
2 C 1.788 -0.070 0.489  C1 1.544, H7 1.087, H8 1.103, O16 1.459
3 C -1.268 0.694 -0.196  N13 1.380, N14 1.393, O17 1.200
4 H 3.295 -0.548 -0.896  C1 1.046
5 H 3.948 0.243 0.604  C1 1.109
6 H 3.076 1.104 -0.716  C1 1.062
7 H 1.795 -0.936 1.146  C2 1.087
8 H 1.357 0.797 1.017  C2 1.103
9 H -0.850 -1.334 -0.629  N13 1.036
10 H -3.190 1.307 -0.300  N14 0.999
11 H -3.535 -1.383 -0.433  N15 0.976
12 H -3.170 -0.902 1.160  N15 1.024
13 N -0.483 -0.440 -0.258  C3 1.380, H9 1.036, O16 1.446
14 N -2.635 0.478 -0.345  C3 1.393, H10 0.999, N15 1.417
15 N -3.311 -0.654 0.177  H11 0.976, H12 1.024, N14 1.417
16 O 0.910 -0.364 -0.639  C2 1.459, N13 1.446
17 O -0.882 1.815 -0.009  C3 1.200

Output
Relative energy (zero: lowest compared OMol25 entry of this formula, charge and spin), kcal/mol: 100.1
HOMO energy, eV: -9.5
Structure (SMILES): CCONC(=O)NN
Net charge: 0
LUMO energy, Eh: 0.031
HOMO-LUMO gap, eV: 10.34

Entry 2:
Formula: C3H9N3O3
Source: the Open Molecules 2025 dataset
Level of theory: ωB97M-V/def2-TZVPD

Each atom is followed by the atoms it is bonded to, with distances in Å.
Cartesian coordinates (Å):
1 C 2.193 0.481 -0.798  C2 1.496, H6 1.093, H7 1.095, H8 1.092
2 C 1.410 0.986 0.372  C1 1.496, O3 1.346, O4 1.218
3 O 1.602 0.239 1.475  C2 1.346, H5 0.980
4 O 0.682 1.963 0.395  C2 1.218
5 H 1.015 0.642 2.148  O3 0.980
6 H 1.563 0.500 -1.692  C1 1.093
7 H 2.499 -0.556 -0.631  C1 1.095
8 H 3.082 1.098 -0.942  C1 1.092
9 C -1.255 -1.054 -0.165  N11 1.343, O12 1.338, N13 1.290
10 N -2.448 0.791 0.257  N13 1.366, H15 1.026, H16 1.030
11 N -0.493 -1.942 -0.824  C9 1.343, H17 1.011, H18 1.011
12 O -1.309 -1.302 1.149  C9 1.338, H14 0.975
13 N -1.868 -0.035 -0.664  C9 1.290, N10 1.366
14 H -1.999 -0.691 1.469  O12 0.975
15 H -3.000 1.489 -0.252  N10 1.026
16 H -1.712 1.364 0.693  N10 1.030
17 H -0.200 -1.624 -1.737  N11 1.011
18 H 0.236 -2.349 -0.252  N11 1.011

Output
Relative energy (zero: lowest compared OMol25 entry of this formula, charge and spin), kcal/mol: 34.0
HOMO energy, eV: -8.1
Structure (SMILES): N/N=C(/N)O.CC(=O)O
Net charge: 0
LUMO energy, Eh: 0.023
HOMO-LUMO gap, eV: 8.70